(1)
This record from the OMol25 dataset describes a structure of composition C8H17P2Zn. The level of theory is ωB97M-V with the def2-TZVPD basis set.

CARTESIAN COORDINATES (ANGSTROEM)
C1 -2.03 0.62 -1.92
C2 -3.17 1.35 -1.65
C3 -3.55 1.76 -0.35
C4 -2.85 1.46 0.84
C5 -1.67 0.74 0.87
Zn1 -0.51 0.15 -0.68
P1 0.85 -0.45 -2.58
H1 -1.94 0.29 -2.97
H2 -3.86 1.59 -2.47
H3 -4.49 2.31 -0.25
H4 -1.31 0.50 1.89
H5 -3.31 1.77 1.78
H6 2.10 0.20 -2.75
H7 0.29 -0.23 -3.86
H8 1.26 -1.80 -2.71
C6 2.18 0.28 2.24
P2 1.24 -0.36 0.82
C7 2.77 -0.77 -0.11
C8 0.50 -1.79 1.68
H9 2.74 1.18 1.90
H10 2.90 -0.47 2.63
H11 1.48 0.58 3.04
H12 3.55 -1.19 0.56
H13 2.58 -1.56 -0.85
H14 3.19 0.14 -0.60
H15 1.28 -2.31 2.27
H16 -0.32 -1.48 2.34
H17 0.12 -2.50 0.92

E_tot	-2776.8547	Eh
energy above the lowest of the compared OMol25 structures with the same formula, charge and spin	21.0	kcal/mol
HOMO level	-1.13	eV
LUMO level	2.86	eV
charge	-1

Löwdin population analysis, charges in e, atoms 1 to 4:
1 C -0.29
2 C -0.33
3 C -0.24
4 C -0.32

=====

(2)
This record from the OMol25 dataset describes the molecule C3H4ClNS. The level of theory is ωB97M-V with the def2-TZVPD basis set.

CARTESIAN COORDINATES (ANGSTROEM)
C1 -0.60 0.16 0.68
C2 0.86 -0.40 0.92
C3 -0.62 1.46 0.13
H1 -1.52 -0.63 -1.59
H2 -1.14 0.15 1.67
H3 1.26 0.23 1.71
H4 0.73 -1.40 1.26
N1 -0.30 2.45 -0.37
S1 -1.75 -0.97 -0.25
Cl1 1.94 -0.43 -0.40

E_tot	-1029.8167	Eh
energy above the lowest of the compared OMol25 structures with the same formula, charge and spin	8.4	kcal/mol
HOMO level	-10.01	eV
LUMO level	0.53	eV
SMILES string	N#C[C@@H](S)CCl

Löwdin population analysis, charges in e, atoms 1 to 4:
1 C -0.69
2 C -0.67
3 C -0.33
4 H -0.09

=====

(3)
This record from the OMol25 dataset describes the molecule C25H26N2O5S. The level of theory is ωB97M-V with the def2-TZVPD basis set.

CARTESIAN COORDINATES (ANGSTROEM)
O1 -0.83 -2.20 -0.30
C1 -1.12 -1.39 0.55
N1 -2.29 -0.74 0.62
H1 -2.39 0.00 1.32
C2 -3.31 -0.83 -0.40
C3 -3.30 0.44 -1.27
C4 -4.68 0.72 -1.87
C5 -5.41 -0.58 -2.15
C6 -5.74 -1.30 -0.84
C7 -4.69 -1.01 0.24
H2 -4.65 -1.83 0.96
H3 -4.94 -0.10 0.78
H4 -6.72 -0.99 -0.47
H5 -5.79 -2.38 -1.02
H6 -6.33 -0.39 -2.71
H7 -4.78 -1.21 -2.78
H8 -5.28 1.32 -1.18
H9 -4.57 1.30 -2.79
H10 -2.98 1.29 -0.66
H11 -2.56 0.31 -2.07
H12 -3.07 -1.71 -1.00
C8 -0.15 -0.98 1.67
C9 0.93 -1.98 1.88
C10 1.67 -2.15 3.01
C11 2.66 -3.15 2.87
C12 2.65 -3.70 1.63
S1 1.43 -3.04 0.61
H13 3.28 -4.48 1.25
H14 3.34 -3.43 3.65
H15 1.51 -1.59 3.91
N2 0.42 0.34 1.32
C13 -0.27 1.45 1.64
O2 -1.36 1.38 2.21
C14 0.29 2.75 1.29
C15 -0.20 3.98 1.66
C16 0.64 4.94 1.07
C17 1.57 4.23 0.37
O3 1.37 2.92 0.50
H16 2.40 4.54 -0.23
H17 0.56 6.01 1.14
H18 -1.06 4.15 2.29
C18 1.68 0.33 0.66
C19 1.76 -0.02 -0.68
C20 2.99 -0.10 -1.30
C21 4.16 0.20 -0.59
C22 4.07 0.53 0.76
C23 2.84 0.58 1.39
H19 2.77 0.83 2.44
H20 4.98 0.73 1.30
O4 5.40 0.17 -1.17
C24 5.36 0.13 -2.58
C25 4.31 -0.88 -3.04
H21 4.27 -0.94 -4.13
O5 3.03 -0.47 -2.62
H22 4.54 -1.87 -2.63
H23 6.36 -0.16 -2.91
H24 5.11 1.12 -2.98
H25 0.87 -0.26 -1.24
H26 -0.71 -0.82 2.60

E_tot	-1852.1591	Eh
energy above the lowest of the compared OMol25 structures with the same formula, charge and spin	33.7	kcal/mol
HOMO level	-8.22	eV
LUMO level	0.72	eV
SMILES string	O=C(NC1CCCCC1)[C@@H](c1cccs1)N(C(=O)c1ccco1)c1ccc2c(c1)OCCO2

Löwdin population analysis, charges in e, atoms 1 to 4:
1 O -0.01
2 C -0.44
3 N 0.12
4 H 0.12

=====

(4)
This record from the OMol25 dataset describes a structure of composition CaN2O6S4. The level of theory is ωB97M-V with the def2-TZVPD basis set.

CARTESIAN COORDINATES (ANGSTROEM)
N1 1.45 0.76 -3.01
S1 0.63 -0.50 -3.03
O1 0.28 -1.07 -1.67
Ca1 -0.08 -0.18 0.22
N2 -2.26 -0.58 2.57
S2 -2.67 -1.52 1.41
O2 -2.09 -0.96 0.15
S3 -0.53 -0.63 2.97
O3 -0.18 0.66 2.25
O4 -0.16 -1.80 2.00
S4 2.21 1.50 -1.48
O5 2.39 2.91 -1.88
O6 1.02 1.41 -0.51

E_tot	-2831.3223	Eh
energy above the lowest of the compared OMol25 structures with the same formula, charge and spin	15.8	kcal/mol
HOMO level	-9.64	eV
LUMO level	-3.06	eV

Löwdin population analysis, charges in e, atoms 1 to 4:
1 N -0.49
2 S 0.92
3 O -0.72
4 Ca 1.37

=====

The lowest HOMO level belongs to which entry?
C3H4ClNS

=====

Which value of energy above the lowest of the compared OMol25 structures with the same formula, charge and spin does entry 3 give?
33.7 kcal/mol